DFT (wB97M-V/def2-TZVPD) results for one molecule with the formula C6H4O.

Geometry as XYZ:
```
11
Properties=species:S:1:pos:R:3:forces:R:3
C 0.790 2.336 -0.189 -0.024 -0.022 0.025
C 0.414 0.926 -0.305 -0.202 -0.558 0.103
C 0.094 -0.241 -0.314 0.202 0.383 0.065
C -0.133 -1.670 -0.220 0.418 -0.241 -0.637
O 0.569 -2.498 -0.742 -0.194 0.358 0.005
C -1.114 -1.616 1.607 -0.660 -0.389 -0.013
C -1.401 -2.256 0.531 0.392 0.446 0.378
H 0.879 2.823 -1.166 -0.048 -0.187 0.112
H 1.758 2.420 0.317 -0.148 -0.057 -0.095
H 0.047 2.879 0.404 0.088 -0.087 -0.103
H -1.903 -3.105 0.077 0.176 0.356 0.161
```
Forces are in eV/Å.

Output
- Frontier orbital gap: 9.349 eV
- Multiplicity: 1

Listed below, in e, are the Löwdin charges computed for each atom:
1 C -0.0814
2 C -0.0281
3 C 0.0360
4 C -0.4745
5 O 0.1136
6 C 0.1852
7 C -0.1201
8 H 0.0843
9 H 0.0877
10 H 0.0847
11 H 0.1127